(1)
{
  "formula": "C8H16N2NiPS",
  "method": "wB97M-V/def2-TZVPD",
  "orbital_gap_ev": [3.366, 4.697],
  "spin_multiplicity": 3,
  "total_charge": -1,
  "s2": 2.01,
  "max_force_ev_per_a": 3.3,
  "relative_energy_kj_mol": 148.65,
  "symbols": ["C", "C", "C", "C", "C", "Ni", "P", "H", "H", "H", "H", "H", "H", "H", "H", "C", "N", "C", "S", "N", "C", "H", "H", "H", "H", "H", "H", "H", "H"],
  "positions_angstrom": [[0.223, 3.276, -1.734], [1.480, 3.854, -1.305], [1.340, 4.241, 0.064], [0.023, 3.818, 0.523], [-0.621, 3.157, -0.550], [-0.919, -0.104, -0.944], [0.196, -0.330, -2.891], [-0.024, 2.807, -2.709], [2.379, 3.965, -1.935], [2.090, 4.734, 0.678], [-1.653, 2.730, -0.574], [-0.415, 3.988, 1.500], [1.208, -1.344, -2.765], [0.774, 0.453, -3.997], [-0.832, -0.951, -3.625], [-1.517, -2.558, 2.637], [-1.316, -1.626, 1.556], [-0.068, -1.294, 1.107], [0.238, 0.335, 0.779], [0.811, -2.290, 0.941], [0.463, -3.650, 0.631], [-0.593, -3.081, 2.872], [-2.292, -3.290, 2.389], [-1.850, -2.016, 3.523], [-1.954, -0.835, 1.565], [1.717, -1.950, 0.586], [0.880, -3.975, -0.311], [0.839, -4.297, 1.410], [-0.609, -3.765, 0.578]]
}

---

(2)
{
  "formula": "C8H16N2O3S",
  "method": "wB97M-V/def2-TZVPD",
  "orbital_gap_ev": 9.353,
  "max_force_ev_per_a": 6.8,
  "relative_energy_kj_mol": 369.15,
  "symbols": ["C", "S", "C", "C", "C", "N", "C", "O", "N", "C", "C", "C", "O", "O", "H", "H", "H", "H", "H", "H", "H", "H", "H", "H", "H", "H", "H", "H", "H", "H"],
  "positions_angstrom": [[5.698, -0.165, 0.105], [4.258, -1.308, -0.332], [3.046, -0.118, -0.513], [1.491, -0.530, -0.080], [0.500, 0.449, 0.080], [0.252, 1.246, 1.247], [-1.095, -0.084, -0.218], [-1.235, -1.123, -0.793], [-2.122, 0.862, -0.014], [-3.464, 0.260, 0.024], [-4.110, 0.575, -1.349], [-3.425, -1.228, 0.319], [-4.176, -2.028, -0.267], [-2.744, -1.613, 1.469], [5.759, 0.679, -0.679], [5.448, 0.202, 1.110], [6.662, -0.853, 0.115], [3.239, 0.674, 0.380], [2.894, 0.515, -1.465], [1.500, -0.995, 0.996], [1.147, -1.177, -0.879], [0.488, 1.127, -0.708], [0.497, 0.694, 2.090], [0.938, 2.063, 1.322], [-1.804, 1.213, 0.977], [-4.146, 0.908, 0.690], [-4.269, 1.766, -1.381], [-5.092, 0.108, -1.519], [-3.345, 0.409, -2.263], [-2.790, -2.530, 1.536]]
}

---

(3)
{
  "formula": "C8H16N2O3S3SbScSe2Te2",
  "method": "wB97M-V/def2-TZVPD",
  "orbital_gap_ev": [6.048, 4.388],
  "spin_multiplicity": 2,
  "total_charge": -1,
  "s2": 0.76,
  "max_force_ev_per_a": 0.8,
  "relative_energy_kj_mol": 6.88,
  "symbols": ["Sc", "C", "N", "C", "C", "O", "C", "O", "C", "C", "O", "N", "C", "C", "H", "H", "H", "H", "H", "H", "H", "H", "H", "H", "H", "H", "H", "H", "H", "H", "Se", "Te", "Te", "Se", "S", "Sb", "S", "S"],
  "positions_angstrom": [[-0.410, 0.146, -0.695], [2.970, -0.965, 2.553], [2.095, 0.181, 2.786], [2.185, 0.887, 4.052], [1.182, 0.504, 1.883], [1.094, -0.094, 0.800], [0.256, 1.672, 2.153], [-0.724, 1.720, 1.140], [-2.095, 1.606, 1.569], [-2.595, 0.203, 1.201], [-2.282, -0.005, -0.107], [-4.036, 0.155, 1.396], [-4.605, -1.093, 0.905], [-4.463, 0.412, 2.761], [3.061, -1.527, 3.481], [3.953, -0.628, 2.216], [2.516, -1.622, 1.816], [3.112, 0.594, 4.537], [1.352, 0.629, 4.711], [2.208, 1.967, 3.905], [0.841, 2.598, 2.121], [-0.197, 1.561, 3.139], [-2.667, 2.321, 0.977], [-2.161, 1.848, 2.629], [-4.265, -1.269, -0.112], [-5.693, -1.006, 0.905], [-4.318, -1.953, 1.527], [-3.961, -0.241, 3.489], [-5.537, 0.236, 2.817], [-4.290, 1.454, 3.036], [3.591, 1.878, -0.803], [2.735, 0.056, -2.095], [0.992, 1.181, -3.847], [-0.535, 2.341, -2.247], [0.613, -3.711, 2.063], [-1.162, -3.024, 0.810], [-1.628, -1.014, 2.287], [-0.077, -2.149, -1.287]]
}

---

(4)
{
  "formula": "C8H16N2O5",
  "method": "wB97M-V/def2-TZVPD",
  "orbital_gap_ev": 7.960,
  "max_force_ev_per_a": 6.1,
  "relative_energy_kj_mol": 532.48,
  "symbols": ["C", "C", "C", "C", "C", "C", "C", "C", "H", "H", "H", "H", "H", "H", "H", "H", "H", "H", "H", "H", "H", "H", "H", "H", "N", "N", "O", "O", "O", "O", "O"],
  "positions_angstrom": [[2.111, -0.795, 0.164], [0.720, -0.881, -0.569], [2.598, 0.772, 0.487], [2.846, 1.540, -0.792], [-1.592, -0.136, -0.440], [-1.875, 1.298, -0.661], [-2.593, -1.109, 0.425], [-2.776, -0.657, 1.817], [3.482, -2.412, -0.027], [2.574, -1.886, -1.375], [1.894, -1.171, 1.232], [3.554, 0.660, 1.093], [2.204, 2.208, 1.523], [3.500, 0.936, -1.357], [1.880, 1.484, -1.370], [3.089, 2.634, -0.707], [0.096, 0.576, 0.640], [-1.662, -0.558, -1.446], [-2.014, -2.008, 0.321], [-4.042, -2.434, -0.999], [-3.336, -1.384, 2.408], [-3.231, 0.389, 1.780], [-1.743, -0.534, 2.258], [-2.798, 2.634, -1.708], [3.108, -1.559, -0.529], [-0.272, -0.138, 0.015], [0.659, -1.689, -1.431], [1.631, 1.352, 1.285], [-1.589, 2.231, 0.095], [-3.737, -0.972, -0.413], [-2.687, 1.607, -1.718]]
}

---

(5)
{
  "formula": "C8H16N3O",
  "method": "wB97M-V/def2-TZVPD",
  "orbital_gap_ev": 10.743,
  "total_charge": 1,
  "max_force_ev_per_a": 7.7,
  "relative_energy_kj_mol": 19.15,
  "symbols": ["C", "C", "O", "C", "C", "C", "C", "C", "N", "C", "N", "N", "H", "H", "H", "H", "H", "H", "H", "H", "H", "H", "H", "H", "H", "H", "H", "H"],
  "positions_angstrom": [[-3.011, 1.171, 0.094], [-2.065, 0.680, -1.060], [-0.701, 0.959, -0.747], [0.115, 0.185, 0.002], [-0.479, -0.771, 1.010], [0.133, -2.218, 0.756], [0.950, -2.161, -0.565], [1.052, -0.624, -0.871], [2.348, -0.055, -0.675], [2.322, 1.066, 0.028], [3.206, 2.038, 0.051], [1.188, 1.157, 0.709], [-2.963, 0.526, 1.060], [-2.775, 2.188, 0.348], [-4.024, 1.127, -0.248], [-2.177, 1.242, -1.984], [-2.283, -0.360, -1.228], [-1.575, -0.844, 0.974], [-0.241, -0.384, 2.061], [-0.612, -2.923, 0.746], [0.772, -2.401, 1.576], [2.000, -2.563, -0.448], [0.604, -2.655, -1.401], [0.691, -0.399, -1.898], [2.905, 0.099, -1.486], [4.099, 1.636, -0.504], [3.453, 2.600, 0.786], [0.861, 1.820, 1.367]]
}

---

(6)
{
  "formula": "C8H16N3O",
  "method": "wB97M-V/def2-TZVPD",
  "orbital_gap_ev": 11.203,
  "total_charge": 1,
  "max_force_ev_per_a": 3.6,
  "relative_energy_kj_mol": 0.00,
  "symbols": ["N", "C", "O", "C", "N", "C", "C", "C", "C", "N", "C", "C", "H", "H", "H", "H", "H", "H", "H", "H", "H", "H", "H", "H", "H", "H", "H", "H"],
  "positions_angstrom": [[3.317, 0.483, -0.603], [2.390, -0.221, 0.071], [2.651, -1.274, 0.594], [0.847, 0.517, 0.047], [1.058, 1.686, 0.859], [-0.096, 0.641, -1.189], [-1.464, 0.082, -1.001], [-2.138, 0.646, 0.306], [-1.307, 0.071, 1.381], [0.001, -0.475, 0.951], [-0.302, -1.722, 0.165], [-1.507, -1.436, -0.826], [3.420, 1.490, -0.698], [4.166, -0.058, -1.043], [2.013, 1.858, 1.095], [0.489, 2.468, 0.627], [0.284, 0.057, -2.044], [-0.133, 1.666, -1.493], [-2.027, 0.357, -1.921], [-3.172, 0.260, 0.331], [-2.216, 1.797, 0.292], [-1.139, 0.774, 2.192], [-1.828, -0.813, 1.785], [0.605, -0.736, 1.837], [-0.704, -2.462, 0.879], [0.573, -1.985, -0.414], [-1.282, -1.920, -1.820], [-2.499, -1.752, -0.361]]
}